[1]
Density functional theory data (ωB97M-V/def2-TZVPD) for a single C4H7ClO molecule at a distorted geometry.

- structure (SMILES) = CC(C)(Cl)C=O
- E (Ha) = -692.01198
- orbital gap (eV) = 10.818

The geometry in XYZ format:
```
13
Properties=species:S:1:pos:R:3:forces:R:3:mulliken_charge:R:1
C 0.006 1.219 -1.090 0.624 2.265 0.366 -1.267
C 0.004 0.196 0.043 -0.078 0.983 -1.386 0.915
C -0.448 0.783 1.362 3.616 -2.157 1.133 -1.228
Cl 1.650 -0.497 0.046 0.042 -0.275 0.455 -0.196
C -0.999 -0.814 -0.370 -1.479 -1.021 2.286 -0.196
O -2.171 -0.629 -0.103 0.589 -0.235 -1.131 -0.475
H 0.384 0.724 -2.021 -0.235 0.861 0.709 0.383
H 0.671 2.135 -0.716 -1.156 -1.974 -1.256 0.300
H -1.028 1.635 -1.242 0.918 -0.513 0.059 0.305
H 0.264 1.603 1.542 -0.851 0.056 0.420 0.355
H -1.468 0.955 1.263 -1.620 0.933 0.214 0.395
H -0.257 -0.059 2.136 -0.490 1.588 -0.904 0.292
H -0.627 -1.808 -0.589 0.121 -0.512 -0.964 0.415
```
Positions in Å, forces in eV/Å.

[2]
Density functional theory data (ωB97M-V/def2-TZVPD) for a single C4H7ClO molecule at a distorted geometry.

- E (Ha) = -691.85823
- orbital gap (eV) = 8.968

The geometry in XYZ format:
```
13
Properties=species:S:1:pos:R:3:forces:R:3:mulliken_charge:R:1
C -1.267 1.295 -0.156 -1.892 0.111 -0.182 -0.716
C -0.273 0.316 -0.515 0.013 -0.842 -1.577 0.043
C 1.838 -0.971 0.123 0.854 -3.349 -2.339 -1.151
C 0.788 0.078 0.239 1.260 0.391 1.475 -0.023
O -2.627 -1.183 0.261 0.479 -2.187 -0.113 -0.538
Cl -2.890 0.283 0.366 0.185 2.444 0.157 0.291
H -1.806 1.941 -0.867 0.893 -0.383 -0.170 0.365
H -0.991 1.847 0.704 0.132 0.528 0.977 0.337
H -0.455 -0.278 -1.429 0.115 0.193 0.662 0.297
H 2.533 -0.965 -0.772 -1.226 0.597 0.282 0.296
H 2.610 -0.980 0.856 0.052 0.436 1.290 0.358
H 1.512 -2.110 0.072 -0.064 2.401 0.245 0.254
H 1.028 0.727 1.117 -0.799 -0.341 -0.706 0.186
```
Positions in Å, forces in eV/Å.

[3]
Density functional theory data (ωB97M-V/def2-TZVPD) for a single C4H7ClO2S molecule at a distorted geometry.

- structure (SMILES) = O=C(Cl)CCCOS
- E (Ha) = -1165.39775
- orbital gap (eV) = 9.749

The geometry in XYZ format:
```
15
Properties=species:S:1:pos:R:3:forces:R:3:mulliken_charge:R:1
O -1.705 1.701 -0.248 -0.242 0.462 -0.255 -0.434
C -1.410 0.703 -0.790 1.010 -1.773 0.294 0.555
Cl -2.524 -0.704 -0.925 -0.607 0.433 -0.375 -0.205
C -0.049 0.305 -1.385 0.390 1.321 -0.293 -0.730
C 1.108 0.776 -0.393 -2.294 -2.638 -1.743 -0.617
C 1.042 -0.206 0.801 -0.303 2.986 2.233 -0.483
O -0.296 -0.396 1.376 -0.024 1.705 -0.728 -0.311
S -0.976 -1.851 1.449 0.219 -1.708 2.365 -0.082
H -0.118 0.906 -2.345 0.766 -0.899 0.766 0.331
H 0.087 -0.760 -1.542 -0.638 -0.026 -0.457 0.380
H 2.036 0.931 -0.941 0.206 -0.569 0.464 0.369
H 0.682 1.690 -0.223 -0.195 2.750 1.645 0.358
H 1.328 -1.182 0.612 1.492 -1.734 -0.617 0.488
H 1.522 0.310 1.685 0.326 -1.025 -1.055 0.254
H -0.727 -2.223 2.868 -0.106 0.715 -2.245 0.126
```
Positions in Å, forces in eV/Å.